Below is a structure of composition C25H52BN12O2Sr at a distorted geometry, with properties calculated with ωB97M-V with the def2-TZVPD basis set.

Results
- Maximum force: 2.64 eV/A
- LUMO level: -6.8 eV
- HOMO level: -0.568 Ha
- Energy above the lowest of the compared OMol25 structures with the same formula, charge and spin: 29.9 kcal per mole

ORCA input file:
```
! wB97M-V def2-TZVPD RIJCOSX def2/J DEFGRID3
* xyz 3 1
Sr -1.004 0.261 0.734
C -1.972 2.141 4.781
C -1.213 1.212 4.072
N -1.214 1.472 2.757
N -1.978 2.598 2.608
C -2.437 3.003 3.806
B -2.134 3.361 1.251
N -3.083 2.597 0.266
C -4.136 3.100 -0.397
C -4.724 2.088 -1.135
C -3.948 0.965 -0.849
N -2.949 1.272 -0.009
N -0.727 3.536 0.597
C -0.095 4.705 0.390
C 1.081 4.453 -0.291
C 1.079 3.066 -0.460
N -0.006 2.504 0.075
H -2.147 2.193 5.846
H -0.670 0.358 4.457
H -3.052 3.890 3.890
H -2.603 4.444 1.463
H -4.408 4.141 -0.293
H -5.604 2.157 -1.757
H -4.080 -0.057 -1.178
H -0.524 5.636 0.734
H 1.818 5.171 -0.619
H 1.816 2.448 -0.961
N -2.039 -0.801 -6.536
C -1.653 -0.877 -5.061
C -0.326 -0.164 -4.857
C 0.165 -0.289 -3.401
N -0.584 0.528 -2.438
C 0.186 -1.751 -2.984
C -1.151 -2.475 -3.185
N -2.171 -2.063 -2.192
C -1.610 -2.337 -4.643
H -2.094 0.164 -6.866
H -2.941 -1.241 -6.717
H -1.348 -1.279 -7.114
H -2.459 -0.345 -4.555
H -0.413 0.893 -5.122
H 0.427 -0.610 -5.521
H 1.190 0.078 -3.401
H -1.576 0.325 -2.443
H -0.479 1.517 -2.633
H 0.462 -1.811 -1.934
H 0.957 -2.272 -3.561
H -0.970 -3.535 -3.021
H -2.796 -2.836 -1.990
H -2.774 -1.319 -2.526
H -2.589 -2.809 -4.767
H -0.901 -2.872 -5.289
N 4.563 1.718 1.896
C 5.377 0.466 2.211
C 4.590 -0.506 3.079
C 3.403 -1.198 2.411
N 2.240 -0.277 2.391
C 3.786 -1.701 1.022
C 4.590 -0.730 0.150
N 3.787 0.441 -0.297
C 5.789 -0.180 0.902
H 3.967 1.999 2.672
H 4.000 1.511 1.092
H 5.173 2.506 1.674
H 6.256 0.796 2.755
H 4.268 -0.024 4.010
H 5.305 -1.273 3.380
H 3.174 -2.062 3.034
H 2.223 0.213 3.281
H 1.374 -0.813 2.406
H 2.886 -2.011 0.497
H 4.399 -2.599 1.144
H 4.957 -1.288 -0.712
H 2.812 0.210 -0.418
H 4.141 0.805 -1.173
H 6.347 0.521 0.274
H 6.479 -0.994 1.144
C 0.053 -3.708 0.870
O -0.207 -2.502 1.593
C -1.122 -2.805 2.661
C -2.531 -2.714 2.147
O -2.833 -1.340 1.899
C -3.706 -0.781 2.901
H 0.326 -4.510 1.557
H 0.878 -3.535 0.194
H -0.820 -4.015 0.295
H -0.969 -2.064 3.446
H -0.898 -3.789 3.073
H -3.231 -3.135 2.870
H -2.640 -3.271 1.216
H -4.645 -1.333 2.918
H -3.899 0.254 2.629
H -3.239 -0.818 3.884
*
```

Atom charges from the Löwdin analysis, given in e for atoms 1 to 4: atom 1 (Sr): 1.424, atom 2 (C): -0.032, atom 3 (C): -0.169, atom 4 (N): -0.140


Below is a cluster of 10 separate species, C25H52F27N4O11P3S3 in total at a distorted geometry, with properties calculated with ωB97M-V with the def2-TZVPD basis set.

Results
- Maximum force: 5.17 eV/A
- LUMO level: 2.3 eV
- HOMO level: -0.083 Ha

ORCA input file:
```
! wB97M-V def2-TZVPD RIJCOSX def2/J DEFGRID3
* xyz -2 1
C -29.261 2.413 13.833
C -29.530 1.634 15.100
O -30.582 1.701 15.746
N -28.469 0.645 15.531
H -27.598 0.873 15.074
H -28.241 0.739 16.510
C -28.876 -0.819 15.280
H -28.185 2.530 13.698
H -29.804 3.348 13.969
H -29.691 1.840 13.011
H -28.770 -1.054 14.221
H -29.935 -0.851 15.536
H -28.241 -1.412 15.939
C -22.909 4.003 9.258
C -24.013 3.237 9.933
O -24.512 2.241 9.375
N -24.472 3.632 11.325
H -24.461 2.771 11.853
H -23.823 4.269 11.765
C -25.935 4.145 11.485
H -22.644 3.476 8.341
H -22.021 4.175 9.867
H -23.267 4.932 8.817
H -26.020 4.825 10.637
H -25.922 4.650 12.451
H -26.718 3.391 11.410
C -24.219 5.555 5.771
C -24.399 6.922 6.465
C -24.906 8.084 5.520
N -25.432 9.310 6.303
C -25.882 10.293 5.232
C -24.416 10.048 7.174
C -24.710 9.442 8.557
C -26.143 9.248 8.653
C -26.655 8.979 7.208
H -23.646 5.610 4.845
H -25.146 5.123 5.394
H -23.879 4.859 6.538
H -23.489 7.242 6.972
H -25.142 6.775 7.249
H -25.673 7.739 4.826
H -24.109 8.274 4.802
H -26.678 9.784 4.689
H -25.055 10.690 4.643
H -26.245 11.194 5.726
H -24.613 11.102 6.980
H -23.411 9.824 6.817
H -24.372 10.063 9.387
H -24.166 8.508 8.699
H -26.580 10.198 8.961
H -26.501 8.417 9.260
H -27.496 9.651 7.042
H -26.972 7.952 7.023
C -24.793 -0.177 6.502
C -25.686 -0.518 7.657
C -27.074 0.101 7.458
N -27.992 -0.177 8.680
C -28.353 -1.658 8.811
C -29.377 0.598 8.592
C -29.842 0.787 10.018
C -28.553 0.631 10.962
C -27.381 0.279 10.037
H -25.018 -0.718 5.583
H -23.783 -0.431 6.826
H -24.692 0.887 6.290
H -25.261 0.010 8.511
H -25.741 -1.600 7.782
H -27.611 -0.251 6.577
H -26.904 1.178 7.471
H -27.529 -2.311 9.097
H -28.723 -2.087 7.880
H -29.110 -1.699 9.595
H -30.084 0.033 7.985
H -29.143 1.530 8.078
H -30.654 0.108 10.280
H -30.255 1.772 10.233
H -28.688 -0.186 11.671
H -28.374 1.564 11.498
H -26.623 -0.416 10.396
H -26.815 1.181 9.803
C -19.753 1.739 14.098
F -19.048 1.345 13.031
F -20.532 0.711 14.420
F -18.870 2.010 15.082
S -20.778 3.366 13.677
O -21.794 3.419 14.741
O -19.908 4.569 13.707
O -21.414 3.163 12.412
C -23.632 8.467 12.238
F -24.102 7.904 11.190
F -22.713 9.406 11.881
F -24.683 9.076 12.862
S -22.859 7.024 13.399
O -23.414 5.729 12.986
O -21.423 7.110 13.198
O -23.250 7.244 14.802
C -24.214 -0.440 14.250
F -23.411 -0.919 13.276
F -24.763 -1.361 14.956
F -23.526 0.418 15.050
S -25.556 0.463 13.279
O -24.895 0.889 12.066
O -26.572 -0.583 13.057
O -26.083 1.616 14.012
P -20.076 6.841 10.170
F -18.507 6.874 9.964
F -20.156 5.569 9.114
F -19.868 5.767 11.385
F -21.681 6.875 10.491
F -19.803 7.886 11.406
F -20.331 8.016 9.074
P -27.830 4.553 7.561
F -28.950 3.571 6.916
F -27.903 3.657 9.000
F -26.515 3.673 7.217
F -26.946 5.726 8.314
F -27.708 5.458 6.173
F -29.126 5.412 8.149
P -29.208 6.075 11.965
F -30.318 6.054 10.722
F -29.009 4.523 11.691
F -28.064 6.514 10.930
F -28.116 6.032 13.177
F -29.463 7.666 12.141
F -30.374 5.782 13.087
*
```

Atom charges from the Löwdin analysis, given in e for atoms 1 to 4: atom 1 (C): 0.042, atom 2 (C): -0.328, atom 3 (O): 0.112, atom 4 (N): 0.110


Below is a cluster of 4 separate species, C25H52F3IN5 in total, with properties calculated with ωB97M-V with the def2-TZVPD basis set.

Results
- Maximum force: 0.74 eV/A
- LUMO level: -4.9 eV
- HOMO level: -0.351 Ha

ORCA input file:
```
! wB97M-V def2-TZVPD RIJCOSX def2/J DEFGRID3
* xyz 1 1
F 1.926 -1.082 0.904
C 2.661 -0.760 -0.196
F 3.943 -1.037 0.076
F 2.255 -1.606 -1.182
C 2.460 0.690 -0.578
C 1.206 0.890 -1.435
C -0.057 0.451 -0.742
C -0.905 -0.469 -1.362
N -2.000 -0.859 -0.737
N -2.405 -0.477 0.455
C -1.632 0.392 1.064
I -2.245 0.996 2.940
C -0.444 0.886 0.489
H 2.411 1.272 0.343
H 3.332 1.024 -1.140
H 1.308 0.341 -2.371
H 1.120 1.948 -1.689
H -0.711 -0.889 -2.340
H -2.631 -1.522 -1.179
H 0.149 1.608 1.038
C 2.395 6.209 2.958
C 2.564 5.746 1.520
N 1.499 4.854 1.083
C 1.790 4.174 -0.162
C 1.940 5.000 -1.445
C 0.145 5.372 1.219
C -0.212 6.680 0.506
H 2.277 5.356 3.627
H 3.277 6.769 3.268
H 1.534 6.866 3.081
H 3.501 5.188 1.435
H 2.671 6.628 0.871
H 0.994 3.431 -0.314
H 2.717 3.608 -0.010
H 0.986 5.386 -1.800
H 2.361 4.380 -2.240
H 2.615 5.842 -1.299
H -0.060 5.494 2.284
H -0.531 4.577 0.883
H 0.544 7.448 0.672
H -1.156 7.063 0.898
H -0.335 6.552 -0.569
C 5.413 -7.969 0.665
C 4.559 -6.879 1.295
N 5.333 -5.728 1.724
C 4.604 -4.826 2.593
C 3.394 -4.085 2.009
C 6.157 -5.106 0.701
C 5.461 -4.602 -0.571
H 6.231 -8.247 1.330
H 4.804 -8.854 0.480
H 5.837 -7.660 -0.291
H 4.073 -7.284 2.187
H 3.748 -6.616 0.596
H 5.314 -4.093 2.988
H 4.267 -5.409 3.455
H 3.692 -3.289 1.330
H 2.823 -3.624 2.819
H 2.724 -4.763 1.478
H 6.927 -5.822 0.408
H 6.694 -4.280 1.174
H 4.771 -5.345 -0.973
H 6.208 -4.400 -1.341
H 4.906 -3.680 -0.403
C -5.962 0.653 0.750
C -5.716 0.213 -0.685
N -6.647 -0.794 -1.148
C -6.239 -1.438 -2.382
C -6.144 -0.585 -3.652
C -8.058 -0.444 -1.039
C -8.533 0.829 -1.747
H -6.005 -0.207 1.419
H -5.148 1.303 1.076
H -6.888 1.218 0.852
H -4.720 -0.239 -0.741
H -5.684 1.108 -1.330
H -6.918 -2.275 -2.561
H -5.255 -1.891 -2.195
H -7.126 -0.320 -4.039
H -5.629 -1.145 -4.435
H -5.587 0.339 -3.484
H -8.300 -0.362 0.022
H -8.630 -1.301 -1.400
H -7.872 1.675 -1.551
H -9.524 1.100 -1.380
H -8.610 0.704 -2.826
*
```

Atom charges from the Löwdin analysis, given in e for atoms 1 to 4: atom 1 (F): 0.124, atom 2 (C): -0.591, atom 3 (F): 0.150, atom 4 (F): 0.126


Below is a cluster of 11 separate species, C25H53Br20OP in total at a distorted geometry, with properties calculated with ωB97M-V with the def2-TZVPD basis set.

Results
- Maximum force: 1.16 eV/A
- SMILES: COCCCCP.BrCCBr.BrCCBr.BrCCBr.BrCCBr.BrCCBr.BrCCBr.BrCCBr.BrCCBr.BrCCBr.BrCCBr
- LUMO level: 0.3 eV
- HOMO level: -0.298 Ha

ORCA input file:
```
! wB97M-V def2-TZVPD RIJCOSX def2/J DEFGRID3
* xyz 0 1
C -1.483 -3.660 -2.464
O -0.126 -3.473 -2.813
C 0.386 -4.500 -3.665
C 0.407 -5.893 -3.040
C 1.686 -6.689 -3.324
C 3.032 -6.010 -2.999
P 3.140 -4.996 -1.438
H -1.599 -4.376 -1.648
H -1.873 -2.700 -2.132
H -2.070 -4.016 -3.316
H -0.230 -4.502 -4.568
H 1.388 -4.180 -3.937
H -0.434 -6.484 -3.399
H 0.268 -5.815 -1.963
H 1.629 -7.651 -2.822
H 1.685 -6.909 -4.393
H 3.387 -5.452 -3.859
H 3.762 -6.798 -2.843
H 3.660 -3.785 -1.948
H 1.839 -4.573 -1.124
Br -0.183 1.245 0.179
C -1.282 -0.359 0.211
C -0.917 -1.268 1.351
Br 0.774 -2.175 1.026
H -1.153 -0.834 -0.757
H -2.309 -0.010 0.309
H -1.663 -2.054 1.453
H -0.812 -0.742 2.294
Br -1.079 -0.172 -3.828
C -1.568 1.669 -4.231
C -1.889 2.446 -2.984
Br -3.625 1.944 -2.262
H -2.402 1.626 -4.924
H -0.701 2.097 -4.730
H -1.956 3.510 -3.203
H -1.172 2.286 -2.186
Br 4.089 5.849 2.299
C 3.578 3.985 2.098
C 3.300 3.632 0.664
Br 1.587 4.340 0.065
H 2.718 3.827 2.740
H 4.421 3.409 2.473
H 3.225 2.552 0.546
H 4.055 4.017 -0.011
Br -3.096 -5.347 -5.623
C -3.508 -3.453 -5.795
C -3.872 -2.828 -4.476
Br -5.653 -3.359 -3.899
H -4.311 -3.379 -6.521
H -2.608 -2.991 -6.197
H -3.903 -1.744 -4.569
H -3.189 -3.100 -3.677
Br 5.947 1.806 -1.405
C 5.432 2.661 -3.077
C 3.941 2.844 -3.185
Br 3.032 1.166 -3.557
H 5.830 2.043 -3.874
H 5.935 3.626 -3.079
H 3.703 3.499 -4.020
H 3.497 3.242 -2.279
Br -6.809 -0.121 -2.842
C -7.149 1.707 -2.278
C -8.549 1.888 -1.759
Br -9.856 1.937 -3.202
H -6.930 2.346 -3.127
H -6.432 1.898 -1.484
H -8.646 2.845 -1.249
H -8.850 1.091 -1.090
Br 5.000 6.443 6.445
C 3.309 7.306 6.016
C 2.128 6.504 6.492
Br 1.811 4.959 5.357
H 3.301 7.456 4.941
H 3.341 8.270 6.521
H 1.220 7.099 6.434
H 2.255 6.130 7.503
Br 3.319 -4.348 2.099
C 1.869 -5.298 2.979
C 1.838 -6.759 2.608
Br 1.099 -7.055 0.829
H 0.951 -4.781 2.715
H 2.055 -5.184 4.045
H 1.181 -7.305 3.281
H 2.824 -7.210 2.618
Br 5.668 4.100 10.184
C 6.352 2.718 8.996
C 5.658 2.736 7.661
Br 3.864 1.996 7.767
H 6.232 1.773 9.515
H 7.411 2.935 8.876
H 6.191 2.111 6.948
H 5.555 3.738 7.259
Br -7.285 1.037 1.580
C -7.098 2.913 2.071
C -6.052 3.609 1.241
Br -4.253 3.108 1.778
H -6.864 2.935 3.130
H -8.077 3.358 1.906
H -6.111 4.686 1.381
H -6.137 3.379 0.184
*
```

Atom charges from the Löwdin analysis, given in e for atoms 1 to 4: atom 1 (C): -0.129, atom 2 (O): -0.221, atom 3 (C): -0.220, atom 4 (C): -0.214


Below is a structure of composition C25H53ClOP2PtSi2 at a distorted geometry, with properties calculated with ωB97M-V with the def2-TZVPD basis set.

Results
- Expectation value of S²: 6.02
- Maximum force: 3.57 eV/A
- LUMO level (alpha / beta): 0.6 / -2.1 eV
- HOMO level (alpha / beta): -0.201 / -0.266 Ha
- Energy above the lowest of the compared OMol25 structures with the same formula, charge and spin: 10.8 kcal per mole

ORCA input file:
```
! wB97M-V def2-TZVPD RIJCOSX def2/J DEFGRID3
* xyz 0 5
Pt 0.585 0.006 -0.670
C -0.821 -0.019 1.749
C -1.646 1.182 1.376
C -2.543 0.710 0.425
Si -1.376 2.871 2.120
C -2.543 -0.712 0.407
C -1.648 -1.208 1.347
Si -1.377 -2.910 2.055
H -0.488 -0.032 3.386
H -3.134 1.333 -0.245
H -3.133 -1.319 -0.279
Cl 0.722 0.033 -2.952
C -1.159 -2.920 3.915
C -2.766 -4.108 1.658
C -1.160 2.845 3.981
C -2.766 4.078 1.753
H -3.658 -3.795 2.233
H -2.466 -5.113 2.010
H -3.031 -4.159 0.589
H -0.331 -2.282 4.250
H -0.961 -3.963 4.213
H -2.088 -2.574 4.397
H -3.667 3.736 2.296
H -3.011 4.178 0.683
H -2.476 5.066 2.156
H -2.091 2.490 4.454
H -0.968 3.884 4.296
H -0.331 2.203 4.305
C 0.285 -3.185 1.163
C 0.285 3.161 1.233
P 0.471 -2.388 -0.503
H 0.423 -4.274 1.081
H 1.095 -2.795 1.806
P 0.471 2.398 -0.449
H 1.095 2.756 1.867
H 0.426 4.251 1.173
C 2.053 3.160 -1.041
C -0.826 3.454 -1.330
C -0.826 -3.425 -1.404
C 2.053 -3.138 -1.110
C 3.181 -2.120 -0.988
H 1.830 -3.312 -2.174
C 2.503 -4.458 -0.471
H 2.743 -4.322 0.591
H 3.421 -4.777 -0.981
H 1.787 -5.279 -0.566
H 2.930 -1.186 -1.505
H 4.087 -2.540 -1.442
H 3.392 -1.900 0.066
H -1.755 -3.175 -0.867
C -0.623 -4.950 -1.370
C -0.954 -2.997 -2.863
H -0.560 -5.395 -0.372
H 0.263 -5.245 -1.948
H -1.487 -5.416 -1.865
H -1.186 -1.934 -2.968
H -1.757 -3.585 -3.327
H -0.027 -3.208 -3.411
H -1.756 3.187 -0.804
C -0.945 3.066 -2.799
C -0.628 4.979 -1.255
H -0.571 5.398 -0.244
H -1.491 5.454 -1.742
H 0.260 5.291 -1.820
H -1.169 2.004 -2.935
H -0.017 3.298 -3.338
H -1.750 3.661 -3.251
C 3.180 2.137 -0.943
C 2.504 4.465 -0.373
H 1.829 3.357 -2.101
H 2.743 4.305 0.685
H 1.789 5.288 -0.452
H 3.423 4.793 -0.875
H 3.390 1.893 0.106
H 4.086 2.566 -1.387
H 2.927 1.216 -1.481
C 1.148 0.040 -6.246
H 0.060 0.037 -6.257
H 1.682 0.983 -6.143
H 1.689 -0.900 -6.155
C 0.439 -0.042 3.994
O 0.465 -0.018 1.412
H 0.212 -0.050 5.064
H 1.024 0.842 3.707
H 1.017 -0.928 3.700
*
```

Atom charges from the Löwdin analysis, given in e for atoms 1 to 4: atom 1 (Pt): 0.617, atom 2 (C): -0.474, atom 3 (C): -0.258, atom 4 (C): -0.125